{"formula": "C41H69BF3NO13S", "method": "ωB97M-V with the def2-TZVPD basis set", "symbols": ["S", "F", "F", "F", "O", "O", "O", "O", "O", "O", "O", "O", "O", "O", "O", "O", "O", "N", "C", "C", "C", "C", "C", "C", "C", "C", "C", "C", "C", "C", "C", "C", "C", "C", "C", "C", "C", "C", "C", "C", "C", "C", "C", "C", "C", "C", "C", "C", "C", "C", "C", "C", "C", "C", "C", "C", "C", "C", "C", "B", "H", "H", "H", "H", "H", "H", "H", "H", "H", "H", "H", "H", "H", "H", "H", "H", "H", "H", "H", "H", "H", "H", "H", "H", "H", "H", "H", "H", "H", "H", "H", "H", "H", "H", "H", "H", "H", "H", "H", "H", "H", "H", "H", "H", "H", "H", "H", "H", "H", "H", "H", "H", "H", "H", "H", "H", "H", "H", "H", "H", "H", "H", "H", "H", "H", "H", "H", "H", "H"], "positions_angstrom": [[-4.824751, -2.759951, 0.858559], [-4.197451, -5.205254, -0.166982], [-6.302333, -4.658741, -0.209085], [-4.997428, -3.679317, -1.659163], [-2.570356, 2.133920, 2.397050], [-6.336681, 0.391999, 1.464875], [-1.339463, 1.179909, -6.127090], [0.999326, -6.038016, 1.254524], [2.763779, -0.902166, 2.691193], [-4.186760, -3.261026, 2.081110], [0.541734, -0.882776, -2.022697], [-1.191662, 6.480201, 2.188856], [-6.177242, -2.362135, 1.208399], [-2.317894, -3.085428, -1.044309], [4.041473, -0.756808, -2.487189], [-4.007956, 3.473465, -0.332860], [1.873957, -0.603970, 6.318632], [-4.765179, 2.026385, 1.338377], [-1.339712, -3.886904, 1.168994], [2.963991, -2.088998, 2.554464], [-4.042283, 2.368831, 0.124532], [-0.630252, 0.793121, 3.296852], [2.077618, -8.150614, 1.389492], [-1.973682, -0.658978, -1.519794], [4.127011, -2.769718, 3.230497], [-3.420889, 1.036259, -0.384386], [-0.482855, -7.886156, 1.424794], [4.522008, 2.054178, -3.774472], [-2.319409, 0.757423, -1.301979], [2.565931, -0.242059, 7.243741], [5.199126, -0.439401, -3.299313], [-4.163207, -0.080418, 0.241575], [-1.597049, 1.951320, -1.974370], [3.017196, 2.234238, -3.319745], [3.955232, 0.297753, 7.017450], [-2.022334, 1.425048, -7.098962], [-2.685756, -1.765474, -0.856559], [-2.762880, 2.730851, -7.227106], [2.832217, 2.920435, -1.897386], [-0.064495, 2.075641, -1.617310], [-1.870983, 1.727064, 3.587677], [4.224608, -0.205710, -1.164277], [4.754677, 0.599721, -4.393712], [-1.575281, 7.013177, 1.170832], [-5.243563, 0.669792, 1.071217], [2.073704, -0.312512, 8.667344], [1.659675, 3.996718, -1.884017], [2.063498, -2.944349, 1.703047], [-1.115744, -3.439599, -0.304859], [0.876652, -7.241260, 1.347248], [-3.839603, -1.480117, 0.040717], [-1.516850, 8.510787, 1.000602], [-2.163927, 0.435579, -8.226412], [0.601455, 1.260942, 4.173699], [-2.129950, 6.208452, 0.023439], [-3.947258, 1.832432, 2.574770], [-1.026304, -1.569353, -4.019388], [0.397683, 3.485745, -1.082089], [-5.032863, -4.165042, -0.390380], [-0.755590, -1.028707, -2.534339], [0.366733, 1.130880, 5.266663], [1.314348, 4.205048, -2.938024], [2.054998, 0.687533, 9.104775], [0.861940, 2.338429, 3.975096], [2.721891, -0.966858, 9.253452], [5.607282, 0.705900, -5.114992], [2.635441, -3.387580, 0.885580], [-0.374638, 0.701802, 2.210841], [0.496880, 1.905626, -2.583007], [-0.621506, -8.564581, 0.580884], [-0.878491, 8.764294, 0.152003], [-1.251915, -7.114469, 1.383611], [-3.210868, 0.148333, -8.340001], [4.686813, -0.329654, 7.530653], [0.276640, 1.242599, -0.943384], [4.722431, 2.824524, -4.567191], [-1.787075, 1.957403, -3.086643], [-4.133820, 0.778753, 2.941468], [2.051677, -8.840648, 0.544128], [-1.097470, 8.960520, 1.900859], [-2.522133, 8.907384, 0.846279], [1.204121, -1.042351, -2.719791], [-0.437515, 4.236326, -1.143912], [0.643757, 3.386460, 0.012296], [3.236300, -0.044867, -0.663931], [-1.497914, 2.613035, 4.180597], [2.388971, 2.752344, -4.096974], [2.986486, -7.552026, 1.325109], [4.762240, 0.776517, -1.160245], [-2.570291, 3.343444, -6.346122], [2.036891, 4.943965, -1.416955], [-0.635180, -4.279016, -0.877580], [-1.791545, 0.873254, -9.154444], [1.608716, -3.725619, 2.312431], [-0.879165, -0.247402, 3.647268], [-1.345199, -0.672088, -4.642454], [-0.583245, -8.430974, 2.365327], [-0.054195, -1.951781, -4.436446], [4.175255, 0.290778, 5.949397], [2.090063, -8.707098, 2.328477], [-1.806654, -2.373174, -3.973760], [-3.162174, 6.503389, -0.173828], [6.071819, -0.064668, -2.702029], [3.762104, -3.544559, 3.907288], [4.789442, -3.206835, 2.480681], [4.019529, 1.324774, 7.381911], [5.165015, 2.205087, -2.869858], [1.514753, 0.639816, 3.989429], [4.688502, -2.035549, 3.808869], [-1.578781, -0.455996, -8.000217], [-0.401146, -4.289133, 1.633691], [-1.517235, 6.361609, -0.867823], [-2.416872, 3.269650, -8.111144], [2.548952, 2.106398, -1.179705], [-1.659442, -3.044942, 1.840782], [3.799037, 3.386919, -1.553463], [4.860084, -0.946597, -0.597943], [2.573855, 1.199745, -3.234508], [-0.395251, -2.571506, -0.282696], [5.529751, -1.401686, -3.782578], [3.868905, 0.246001, -4.978052], [-2.098070, 2.889150, -1.598798], [-2.102546, -4.696994, 1.264034], [1.062334, -0.719039, 8.679828], [-2.113049, 5.150192, 0.282536], [-3.836194, 2.544660, -7.296672], [-2.530114, 1.161470, 4.308178], [-4.361008, 2.548268, 3.346267], [1.272068, -2.325021, 1.280155]], "forces_ev_per_a": [[-1.13, -0.17, 3.99], [-0.53, 1.42, -0.67], [1.59, 0.67, -0.07], [0.48, -0.77, 1.28], [-0.69, -1.00, 0.56], [0.69, -0.78, -0.43], [-0.11, 0.07, -0.11], [0.15, -0.34, -0.01], [0.14, -0.11, -0.08], [0.63, 0.19, -2.37], [-1.23, -0.18, -1.03], [-0.04, 0.13, -0.16], [1.09, 0.30, -2.08], [0.08, 1.25, 0.53], [1.03, 1.09, 0.72], [0.26, -0.52, -0.08], [0.16, -0.08, 0.24], [0.85, -0.86, -0.83], [-0.24, 0.11, 0.58], [-0.15, 0.31, -0.03], [0.93, -0.91, 0.65], [0.30, -0.18, 0.81], [0.22, 0.28, -0.02], [-0.74, 0.12, 0.95], [0.12, 0.27, 0.16], [0.09, -2.54, -0.44], [-0.15, 0.33, -0.03], [-1.24, -0.54, -0.43], [-1.43, -0.99, 0.94], [-0.19, -0.12, -0.27], [-0.72, -0.37, -1.32], [0.84, 0.96, -0.83], [-0.43, 0.45, 0.57], [-0.19, -0.63, 0.53], [0.00, -0.04, -0.34], [0.16, -0.05, 0.24], [-1.11, 2.06, 0.79], [0.13, 0.10, 0.31], [-0.51, 0.15, -0.50], [0.54, -0.18, -0.95], [1.19, -0.45, 0.89], [0.15, -0.49, 0.50], [1.36, 0.77, 0.44], [0.11, -0.23, 0.25], [-0.79, 0.10, 0.10], [-0.29, -0.10, -0.08], [-0.21, -0.29, 0.43], [-0.10, 0.35, 0.00], [1.57, -0.56, 0.81], [0.00, 0.28, -0.02], [1.16, 1.84, -1.58], [0.13, 0.07, 0.31], [0.21, -0.23, 0.17], [0.02, -0.11, -0.16], [0.08, -0.25, 0.21], [-0.55, 1.29, 1.08], [0.45, 0.65, 0.44], [0.12, -0.15, 0.19], [-1.40, -0.96, -0.52], [0.55, -0.26, 0.35], [0.10, 0.28, -1.06], [0.50, -0.06, 1.00], [0.16, -0.07, 0.11], [-0.34, -0.97, 0.17], [0.07, 0.18, 0.09], [-0.63, -0.28, 0.45], [-0.05, -0.23, 0.11], [-0.28, 0.44, 0.85], [-0.53, 0.04, 0.99], [0.03, -0.15, 0.14], [-0.18, 0.05, -0.10], [0.07, -0.04, 0.01], [0.01, 0.12, -0.17], [0.01, 0.16, 0.14], [-0.52, 0.93, -0.54], [0.19, -0.64, 0.91], [0.36, -0.28, 1.03], [0.48, 0.92, -0.29], [-0.05, -0.14, 0.15], [-0.03, -0.06, -0.06], [0.06, 0.02, -0.20], [-0.12, -0.01, 0.44], [0.79, -0.71, -0.07], [-0.16, 0.20, -0.98], [0.79, -0.43, -0.49], [-0.52, -0.54, -0.94], [0.81, -0.32, 0.67], [-0.08, -0.02, 0.00], [-0.48, -0.75, -0.20], [0.00, -0.06, -0.06], [-0.43, -0.69, -0.52], [-0.57, 0.83, 0.43], [-0.20, 0.01, -0.05], [0.18, -0.16, -0.14], [0.16, 0.86, -0.49], [0.14, -1.24, 0.53], [0.02, -0.17, -0.12], [-1.02, 0.16, 0.13], [-0.06, 0.00, 0.07], [-0.06, -0.16, -0.12], [0.62, 0.77, -0.35], [0.07, 0.04, -0.17], [-0.88, -0.18, -0.36], [0.06, -0.12, -0.14], [-0.08, -0.18, 0.06], [0.11, -0.08, 0.15], [-0.25, -0.05, -1.01], [-0.93, 0.52, 0.03], [-0.07, -0.03, -0.05], [-0.04, 0.08, 0.01], [-0.77, 0.41, -0.92], [-0.16, 0.14, -0.07], [-0.18, -0.06, -0.08], [0.48, 0.84, -0.43], [0.10, -0.66, -0.83], [-0.96, -0.45, -0.35], [-0.70, 0.81, -0.15], [0.41, 1.01, -0.14], [-0.80, -0.79, -0.34], [-0.31, 0.88, 0.35], [0.65, 0.24, 0.66], [0.35, -1.06, -0.38], [0.52, 0.71, -0.22], [0.08, 0.03, -0.03], [-0.05, 0.10, 0.01], [0.03, 0.05, -0.20], [0.30, 0.62, -0.88], [0.32, -0.81, -0.64], [0.08, 0.02, 0.06]], "lowdin_charge": [0.812, 0.125, 0.101, 0.123, -0.118, 0.161, 0.049, 0.049, 0.056, -0.295, 0.102, 0.067, -0.270, -0.092, -0.227, 0.138, 0.056, 0.046, -0.077, -0.491, -0.325, -0.197, -0.021, 0.063, -0.019, 0.030, -0.009, -0.183, -0.045, -0.500, -0.224, 0.007, -0.099, -0.206, -0.019, -0.498, -0.165, -0.021, -0.191, -0.168, -0.207, -0.105, -0.169, -0.502, -0.365, -0.024, -0.195, -0.017, -0.178, -0.484, -0.091, -0.029, -0.021, -0.124, -0.030, -0.172, 0.010, -0.186, -0.567, -0.436, 0.067, 0.107, 0.085, 0.080, 0.084, 0.104, 0.094, 0.104, 0.100, 0.089, 0.083, 0.073, 0.088, 0.084, 0.111, 0.107, 0.132, 0.147, 0.087, 0.080, 0.084, 0.101, 0.082, 0.120, 0.089, 0.128, 0.108, 0.082, 0.081, 0.082, 0.103, 0.140, 0.086, 0.071, 0.105, 0.063, 0.090, 0.074, 0.080, 0.087, 0.078, 0.091, 0.122, 0.086, 0.083, 0.086, 0.095, 0.040, 0.077, 0.083, 0.045, 0.082, 0.086, 0.088, 0.081, 0.109, 0.098, 0.086, 0.110, 0.121, 0.115, 0.099, 0.065, 0.082, 0.060, 0.088, 0.125, 0.152, 0.072], "smiles": "CCCOCN1C(=O)c2c(CCCCCCCCCOC)c(B(C)O)c(OCC)c(S(=O)(=O)C(F)(F)F)c2C1=O.CC(C)=O.CC(C)=O.CC(C)=O.CC(C)=O.CC(C)=O", "max_force_ev_per_a": 4.2, "homo_ev": -9.2, "e_tot_ev": -91403.49979}